Run one
The following is a DFT calculation (wB97M-V/def2-TZVPD) of a single C5H13NS molecule.

```
20
Properties=species:S:1:pos:R:3:mulliken_charge:R:1
C 1.6955 -0.2677 2.4207 -1.169
C 1.0580 -0.9049 1.2630 -0.455
N 0.8930 0.0240 0.1837 -0.197
C 0.1784 -0.4726 -0.8974 -0.907
C -1.3437 -0.3866 -0.7863 -0.326
C -1.5049 1.2041 -0.9323 -0.813
S -1.3079 1.7768 -2.6455 -0.263
H 1.7273 -0.7844 3.4431 0.312
H 1.0353 0.6223 2.4638 0.298
H 2.6181 0.1674 2.0550 0.296
H 1.6932 -1.7023 0.8801 0.365
H 0.0750 -1.3812 1.4610 0.363
H 1.8387 0.2727 -0.1054 0.226
H 0.5264 -0.0416 -1.8652 0.482
H 0.3665 -1.5279 -1.0547 0.327
H -1.8378 -0.6194 0.2266 0.247
H -1.7909 -0.8625 -1.6582 0.331
H -0.9360 1.7196 -0.2044 0.424
H -2.5525 1.5033 -0.8438 0.336
H -2.4317 1.6610 -3.4036 0.123
```

Results
SMILES: CCNCCCS
Charge: 0
2S+1: 1
E_LUMO: 0.946 eV
Kohn-Sham gap: 9.62 eV

Run two
The following is a DFT calculation (wB97M-V/def2-TZVPD) of a single C5H13NS molecule.

```
20
Properties=species:S:1:pos:R:3:mulliken_charge:R:1
C 0.5229 1.5707 2.5173 -0.930
N -0.6543 1.6984 1.6605 -0.204
C -1.0483 0.6754 0.6846 -0.482
C -0.6101 1.2711 -0.6482 -0.422
C -0.6289 0.1401 -1.6383 -0.314
C -0.3537 -1.3340 -1.2561 -1.114
S 1.3109 -1.9982 -0.8138 -0.192
H 0.5970 0.7130 3.1674 0.278
H 0.6753 2.4868 3.1550 0.321
H 1.4823 1.5902 1.9619 0.265
H -1.2593 2.5387 1.9334 0.252
H -2.0786 0.2780 0.7056 0.278
H -0.3277 -0.1968 0.8001 0.032
H -1.1921 2.2135 -0.9923 0.283
H 0.3578 1.6962 -0.5554 0.247
H 0.2422 0.2301 -2.3126 0.328
H -1.6145 0.2221 -2.1412 0.266
H -1.0656 -1.4153 -0.5132 0.652
H -0.4926 -1.8719 -2.1655 0.357
H 0.9899 -2.3426 0.3977 0.099
```

Results
SMILES: CNCCCCS
Charge: 0
2S+1: 1
E_LUMO: 0.899 eV
Kohn-Sham gap: 8.91 eV

Run three
The following is a DFT calculation (wB97M-V/def2-TZVPD) of a single C5H13NS molecule.

```
20
Properties=species:S:1:pos:R:3:mulliken_charge:R:1
C 2.8961 -0.9117 -0.2730 -1.084
C 2.1948 0.2634 0.4045 -0.468
C 0.8996 0.6605 -0.3175 -0.663
N -0.2439 -0.1953 0.0675 -0.380
C -1.5111 0.4955 -0.1750 -0.677
C -2.6606 -0.3694 0.3724 -0.548
S -4.2491 0.4767 0.1541 -0.236
H 2.2390 -1.5207 -0.9086 0.258
H 3.5996 -0.5514 -1.0420 0.300
H 3.5086 -1.5773 0.3277 0.324
H 1.9405 0.0294 1.4325 0.307
H 2.8247 1.1417 0.2769 0.310
H 1.0904 0.7368 -1.3956 0.323
H 0.6678 1.6774 0.0313 0.437
H -0.2131 -0.9316 -0.6369 0.260
H -1.7071 0.6445 -1.2501 0.315
H -1.4939 1.4774 0.2814 0.430
H -2.5989 -1.3119 -0.1694 0.298
H -2.4897 -0.5201 1.4328 0.372
H -4.6936 0.2861 1.3870 0.122
```

Results
SMILES: CCCNCCS
Charge: 0
2S+1: 1
E_LUMO: 1.020 eV
Kohn-Sham gap: 10.07 eV

Run four
The following is a DFT calculation (wB97M-V/def2-TZVPD) of a single C5H13NS molecule.

```
20
Properties=species:S:1:pos:R:3:mulliken_charge:R:1
C -1.8243 -1.1829 -2.8546 -1.256
C -1.4328 -1.4291 -1.4003 -0.447
N -0.8935 -0.2310 -0.8071 -0.298
C 0.1698 -0.2509 0.2122 0.026
C -0.2975 -0.9328 1.4876 -1.283
C 0.6176 1.2046 0.3242 -0.647
S 1.8807 1.4939 1.5909 -0.249
H -1.0871 -0.5607 -3.3424 0.329
H -2.7512 -0.6007 -2.9148 0.295
H -1.9810 -2.1079 -3.4099 0.365
H -2.3108 -1.8633 -0.8944 0.280
H -0.6847 -2.2279 -1.3171 0.430
H -1.6439 0.3587 -0.4881 0.257
H 0.9533 -0.8671 -0.2441 0.305
H 0.5123 -1.1613 2.1668 0.370
H -0.8066 -1.8575 1.2001 0.374
H -1.1470 -0.3708 1.8913 0.331
H -0.2197 1.8362 0.6086 0.334
H 1.0272 1.4410 -0.6530 0.383
H 2.6194 0.3892 1.4926 0.100
```

Results
SMILES: CCN[C@H](C)CS
Charge: 0
2S+1: 1
E_LUMO: 0.951 eV
Kohn-Sham gap: 9.72 eV

Stability comparison, relative energies in kJ/mol: run one 118.8; run two 177.5; run three 18.4; run four 0.0

Run one
The following is a DFT calculation (wB97M-V/def2-TZVPD) of a single C3H2OS2 molecule.

```
8
Properties=species:S:1:pos:R:3:mulliken_charge:R:1
O 0.1982 -1.8520 1.1688 -0.415
C -0.2206 -0.7277 1.3315 0.011
C 0.0263 0.4210 0.3982 0.337
S -0.2030 1.9323 0.9838 -0.166
C 0.4944 0.1645 -0.9434 -0.197
S -0.0328 -0.9840 -1.9294 -0.162
H -0.8443 -0.4722 2.2477 0.311
H 1.2315 0.9701 -1.1852 0.280
```

Results
SMILES: O=CC(=S)C=S
Charge: 0
2S+1: 1
E_LUMO: -2.368 eV
Kohn-Sham gap: 6.95 eV

Run two
The following is a DFT calculation (wB97M-V/def2-TZVPD) of a single C3H2OS2 molecule.

```
8
Properties=species:S:1:pos:R:3:mulliken_charge:R:1
C -0.7648 -0.3387 0.0400 -0.383
C -0.3228 0.9959 -0.0791 -0.195
C -0.1629 -1.5009 -0.0881 0.617
O 0.1744 -2.5906 0.0178 -0.263
S 1.2545 1.6353 -0.0125 0.013
S 2.8800 0.5240 0.0255 -0.331
H -1.8835 -0.3585 0.3247 0.234
H -1.1749 1.6334 -0.2285 0.307
```

Results
Charge: 0
2S+1: 1
E_LUMO (alpha / beta): -0.992 / -0.993 eV
Kohn-Sham gap (alpha / beta): 7.10 / 7.10 eV

Stability comparison, relative energies in kJ/mol: run one 0.0; run two 8.7

Run one
The following is a DFT calculation (wB97M-V/def2-TZVPD) of a single CH2N4 molecule.

```
7
Properties=species:S:1:pos:R:3:mulliken_charge:R:1
C 0.2160 -0.0437 -0.1986 -0.216
N 0.9855 -1.1419 -2.4338 0.823
N 0.9651 0.0544 -2.4206 -0.546
N 0.9779 -2.2565 -2.4146 -0.370
N 0.5046 0.6122 -1.2340 -0.188
H -0.2497 0.4100 0.5829 0.306
H 0.4315 -1.1595 -0.0329 0.192
```

Results
Charge: 0
2S+1: 1
E_LUMO: 0.643 eV
Kohn-Sham gap: 10.47 eV

Run two
The following is a DFT calculation (wB97M-V/def2-TZVPD) of a molecular structure, CH2N4.

```
7
Properties=species:S:1:pos:R:3:mulliken_charge:R:1
C 1.0501 -0.0910 -0.1455 -0.244
N -1.8844 0.1806 0.3092 0.048
N -1.2374 -0.9153 0.0987 -0.468
N -0.8871 1.0754 -0.2245 -0.612
N -0.1753 -0.0794 -0.3454 0.697
H 1.6392 0.7807 0.0168 0.300
H 1.4949 -0.9510 0.2907 0.280
```

Results
Charge: 0
2S+1: 1
E_LUMO: -1.101 eV
Kohn-Sham gap: 8.13 eV

Run three
The following is a DFT calculation (wB97M-V/def2-TZVPD) of a single CH2N4 molecule.

```
7
Properties=species:S:1:pos:R:3:mulliken_charge:R:1
C 0.5143 0.5631 0.0139 -0.007
N -0.6465 1.2225 -0.0654 -0.283
N -1.6182 0.1992 0.0516 -0.139
N -0.9795 -0.9236 -0.1152 -0.312
N 0.2508 -0.7306 -0.0670 0.147
H 1.5699 1.0513 -0.1803 0.301
H 0.9093 -1.3819 0.3625 0.293
```

Results
SMILES: c1nnn[nH]1
Charge: 0
2S+1: 1
E_LUMO: 0.588 eV
Kohn-Sham gap: 11.52 eV

Stability comparison, relative energies in kJ/mol: run one 145.5; run two 362.7; run three 0.0